Entry 1:
Formula: C4H6O2P
Source: the OMol25 dataset
Level of theory: ωB97M-V with the def2-TZVPD basis set

Each line ends with the natural charge from an NBO analysis.
Positions of all 13 atoms, in Å:
C (-1.457, 0.914, -0.048)  -0.204
C (-1.404, -0.394, -0.057)  -0.289
C (0.634, 1.596, -0.751)  -0.905
C (-0.195, -1.228, -0.247)  -0.825
O (2.486, -0.641, -0.541)  -1.150
O (1.490, 0.287, 1.481)  -1.045
P (1.183, -0.002, -0.142)  2.031
H (-2.049, 1.609, 0.361)  0.159
H (-2.184, -0.958, 0.414)  0.154
H (0.552, 1.426, -1.773)  0.125
H (-0.289, -1.982, 0.564)  0.227
H (-0.061, -1.645, -1.253)  0.233
H (1.295, 1.018, 1.992)  0.489

Calculated values
HOMO level = -3.41 eV
orbital gap = 7.5 eV
relative energy (zero: lowest compared OMol25 entry of this formula, charge and spin) = 3.781 eV
total charge = -1
calculated total energy = -647.7677 hartree

Entry 2:
Formula: C4H6O2Rh
Source: the OMol25 dataset
Level of theory: ωB97M-V with the def2-TZVPD basis set

Each line ends with the natural charge from an NBO analysis.
Positions of all 13 atoms, in Å:
C (0.312, 0.171, -0.707)  0.042
O (0.026, 1.468, -1.143)  -0.656
H (1.070, -0.307, -1.339)  0.349
H (-0.356, 1.560, -2.023)  0.609
C (-0.793, -0.905, -0.272)  -0.277
C (-0.057, -1.095, 1.075)  -0.457
C (0.618, 0.192, 0.754)  0.661
O (0.942, 1.217, 1.362)  -0.399
Rh (0.638, 2.794, 0.267)  1.723
H (-0.884, -1.787, -0.911)  0.335
H (-1.749, -0.382, -0.177)  0.321
H (-0.617, -1.153, 2.013)  0.369
H (0.848, -1.773, 1.102)  0.378

Calculated values
HOMO level (spin up / spin down) = -26.82 / -26.76 eV
spin multiplicity = 5
orbital gap (spin up / spin down) = 11.5 / 6.1 eV
⟨S²⟩ = 6.01
relative energy (zero: lowest compared OMol25 entry of this formula, charge and spin) = 0.427 eV
total charge = +3
calculated total energy = -415.4064 hartree